94
Properties=species:S:1:pos:R:3:forces:R:3:lowdin_spin:R:1 method="wB97M-V/def2-TZVPD" orbital_gap_ha="0.1620 / 0.3022" s_squared=2.01 e_tot_ha=-6631.80962 charge=0 spin_multiplicity=3 lumo_energy_ha="-0.001 / -0.001"
Ti 0.0876 0.9490 0.2022 0.61 -0.50 0.55 1.01
C 0.8590 -3.8544 3.1403 -0.11 0.10 -0.05 0.01
N 0.1633 -2.8511 2.3488 0.05 -0.17 0.03 0.02
C -1.1921 -2.8281 2.1093 0.04 -0.04 0.14 0.00
C -1.4359 -1.6903 1.4066 0.07 0.08 -0.03 0.01
N -0.2494 -1.0229 1.2120 -0.15 0.02 -0.14 0.02
C 0.7080 -1.7390 1.7855 -0.07 0.01 0.06 0.06
P 2.4364 -1.1414 2.0730 0.08 -0.06 -0.09 0.18
C 2.7938 -0.6943 0.3003 0.06 0.11 -0.04 0.08
N 2.1487 0.2629 -0.3705 -0.18 -0.14 -0.10 0.04
C 2.9225 0.5966 -1.4549 -0.07 -0.01 0.07 0.01
C 4.0549 -0.1592 -1.4471 0.06 -0.03 0.08 0.01
N 3.9707 -0.9693 -0.3365 0.07 -0.10 -0.03 0.04
C 4.9831 -1.9092 0.1123 -0.07 0.13 -0.03 0.01
C 2.0043 0.4641 2.6617 -0.11 0.22 0.06 0.12
N 1.1725 1.3202 2.0152 -0.17 0.07 -0.10 0.09
C 1.2391 2.5266 2.6887 0.00 -0.20 -0.08 0.03
C 2.0912 2.4160 3.7345 0.08 -0.09 0.07 0.02
N 2.5806 1.1232 3.7254 0.03 0.00 0.06 0.11
C 3.5168 0.5408 4.6509 -0.05 0.01 -0.05 0.02
H 0.2867 -4.7793 3.1151 0.00 0.01 0.00 0.00
H 1.8457 -4.0357 2.7275 0.06 0.00 -0.03 0.00
H 0.9688 -3.5276 4.1748 -0.02 0.02 0.00 0.00
H -1.8456 -3.6139 2.4584 0.09 0.11 -0.05 0.00
H -2.3684 -1.3019 1.0292 0.02 0.00 0.01 0.00
H 2.6231 1.3659 -2.1509 0.01 -0.07 0.05 0.00
H 4.9057 -0.1870 -2.1129 -0.13 -0.01 0.10 0.00
H 5.6870 -2.0824 -0.6979 -0.01 0.01 -0.01 0.00
H 5.5209 -1.5166 0.9770 -0.02 0.01 -0.01 0.00
H 4.5250 -2.8568 0.3878 -0.02 -0.01 0.00 0.00
H 0.6738 3.3812 2.3639 -0.03 0.02 -0.02 0.00
H 2.3898 3.1305 4.4874 -0.04 -0.10 -0.10 0.00
H 3.8298 1.2998 5.3628 0.00 0.01 0.02 0.00
H 3.0639 -0.2935 5.1954 0.00 0.03 -0.03 0.01
H 4.3985 0.1660 4.1235 -0.01 0.01 -0.01 0.01
C -3.1231 1.9076 -4.1129 -0.02 0.01 0.01 0.00
C -1.9806 2.7435 -3.6495 -0.08 -0.05 -0.05 0.00
N -1.2935 2.5300 -2.5547 0.07 -0.12 0.07 0.00
C -0.3535 3.5237 -2.4915 0.09 -0.02 0.26 0.00
C -0.4748 4.3511 -3.5795 0.01 0.10 -0.13 0.00
N -1.5100 3.8305 -4.3043 -0.08 -0.01 -0.07 0.00
C 0.1878 5.5677 -4.1191 0.00 -0.12 0.07 0.00
O 1.1399 6.1038 -3.3990 0.11 0.01 0.20 0.00
O -0.1654 6.0057 -5.1904 -0.11 0.05 -0.19 0.00
C 0.5756 3.6611 -1.3263 -0.30 -0.29 -0.13 0.01
O 1.3445 4.6241 -1.2883 0.21 0.30 0.00 0.02
O 0.4953 2.7612 -0.4328 0.17 0.38 -0.25 0.02
H -3.4614 1.3047 -3.2712 0.01 0.01 -0.01 0.00
H -2.8333 1.2480 -4.9347 0.01 0.00 0.02 0.00
H -3.9586 2.5227 -4.4498 0.03 0.01 -0.01 0.00
H -1.8367 4.2545 -5.1570 -0.02 0.03 -0.07 0.00
H 1.2601 5.5822 -2.5400 0.06 0.00 0.03 0.00
Br -3.7592 3.6082 5.5216 -0.01 -0.02 -0.09 0.00
C -2.5145 2.1820 5.5374 0.10 -0.05 0.02 0.00
C -1.9600 1.8550 6.7691 -0.05 0.03 -0.01 0.00
C -1.0198 0.8420 6.8593 0.04 -0.02 0.08 0.00
C -0.6155 0.1675 5.7165 0.03 -0.03 -0.01 0.00
C -1.1525 0.5165 4.4900 0.03 0.00 -0.02 0.00
C -2.1166 1.5175 4.3796 -0.02 0.18 0.00 0.00
C -2.6989 1.7836 3.0093 0.26 -0.52 -0.01 0.00
O -3.8789 1.9476 2.8226 -0.44 0.23 0.04 0.00
O -1.7768 1.6827 2.0708 0.06 0.19 -0.09 0.01
H -2.2706 2.3999 7.6520 0.02 -0.04 -0.06 0.00
H -0.6013 0.5884 7.8274 -0.03 0.01 -0.07 0.00
H 0.1235 -0.6237 5.7742 -0.01 0.03 0.01 0.00
H -0.8273 0.0159 3.5870 0.02 0.03 0.00 0.00
N -0.3601 -0.1690 -1.5946 -0.13 0.37 0.11 0.00
S 0.2524 -1.5226 -2.1102 0.12 -0.02 0.14 0.00
C -0.8208 -2.8812 -1.6717 0.06 -0.02 0.00 0.00
C -2.1901 -2.8136 -1.8758 -0.17 0.04 -0.03 0.00
C -2.9889 -3.8535 -1.4311 -0.03 0.04 -0.01 0.00
C -2.4150 -4.9455 -0.7853 -0.11 -0.04 0.00 0.00
C -1.0479 -4.9983 -0.5772 0.14 0.05 -0.03 0.00
C -0.2405 -3.9537 -1.0192 0.03 -0.15 0.06 0.00
C 0.0411 -1.4990 -3.8859 0.00 -0.01 -0.04 0.00
C -0.0180 -2.6757 -4.6217 -0.01 -0.04 -0.04 0.00
C -0.1032 -2.6004 -6.0039 0.00 0.00 0.02 0.00
C -0.1238 -1.3631 -6.6377 0.00 -0.02 -0.03 0.00
C -0.0576 -0.1971 -5.8897 0.01 0.05 0.03 0.00
C 0.0305 -0.2574 -4.5036 -0.02 0.07 -0.05 0.00
H -1.2508 0.0813 -2.0162 -0.08 0.08 -0.02 0.00
H -2.6310 -1.9486 -2.3639 0.04 -0.08 0.04 0.00
H -4.0618 -3.8118 -1.5784 0.07 0.00 0.00 0.00
H -3.0460 -5.7555 -0.4373 0.04 0.05 -0.02 0.00
H -0.6054 -5.8453 -0.0675 -0.01 0.02 -0.01 0.00
H 0.8308 -3.9644 -0.8429 -0.06 0.00 -0.02 0.00
H -0.0138 -3.6402 -4.1258 0.00 0.06 -0.02 0.00
H -0.1588 -3.5109 -6.5873 0.00 0.03 0.02 0.00
H -0.1925 -1.3107 -7.7183 0.00 0.00 0.08 0.00
H -0.0699 0.7697 -6.3804 0.00 -0.06 0.02 0.00
H 0.0775 0.6460 -3.9030 0.00 -0.07 -0.04 0.00
N -3.2072 1.4355 0.0928 0.74 -0.26 0.00 0.02
C -2.0447 1.3581 0.5430 -0.51 0.05 -0.20 0.00
H -3.8881 1.7330 0.7778 -0.32 0.09 0.23 0.00